A gas-phase ion, C8H13N4S (charge +1) in a non-equilibrium geometry, computed with ωB97M-V/def2-TZVPD.

The geometry in XYZ format:
```
26
Properties=species:S:1:pos:R:3:mulliken_charge:R:1
C 2.058 -0.496 1.788 -0.35
C 0.245 0.430 0.845 0.05
C 1.317 -0.460 -0.278 0.47
C -1.024 0.735 0.293 0.62
C -0.326 0.072 -1.939 -0.69
C 0.562 0.726 3.249 -0.99
C 1.863 -1.307 -2.501 -0.92
C -3.945 1.182 0.239 -0.83
N -1.229 0.485 -1.012 -0.51
N 2.325 -0.846 0.483 -0.07
N 0.918 0.241 1.987 0.03
N 0.970 -0.638 -1.493 -0.05
S -2.399 1.153 1.246 -0.10
H 2.708 -0.409 2.643 0.31
H -0.786 -0.414 -2.770 0.33
H 0.276 1.023 -2.296 0.37
H -0.051 -0.069 3.789 0.37
H 1.465 0.916 3.898 0.31
H -0.066 1.534 3.195 0.42
H 1.311 -1.903 -3.267 0.28
H 2.342 -0.491 -2.995 0.39
H 2.686 -1.950 -2.071 0.31
H -4.331 0.247 0.529 0.29
H -3.608 1.195 -0.767 0.30
H -4.370 2.066 0.591 0.37
H 2.910 -1.627 0.235 0.29
```

Summary:
Total charge ... +1
Max |F| ... 0.128 Eh/bohr
Energy above the lowest of the compared OMol25 structures with the same formula, charge and spin ... 291.8 kJ/mol
E_HOMO (spin up / spin down) ... -10.989 / -10.988 eV
SMILES string ... CSC1=NCN(C)c2[nH]c[n+](C)c21
Frontier orbital gap (spin up / spin down) ... 0.2670 / 0.2670 Ha

***

A molecular structure, C20H23IN2O4S4V in a non-equilibrium geometry, computed with ωB97M-V/def2-TZVPD.

The geometry in XYZ format:
```
55
Properties=species:S:1:pos:R:3:mulliken_spin:R:1
V -1.310 -0.080 0.242 1.14
C -0.251 -1.520 3.231 -0.01
C 0.855 -2.348 2.606 -0.01
S 1.505 -1.619 1.081 0.02
C 2.519 -0.311 1.840 0.00
C 3.491 0.247 0.817 0.00
S 2.667 1.081 -0.564 0.00
C 1.013 3.308 0.657 0.00
C -1.013 3.635 0.917 0.00
S -3.365 1.117 1.247 -0.09
C -2.897 0.682 2.947 0.02
C -2.958 -0.815 3.146 0.00
S -1.716 -1.681 2.150 -0.02
H 0.034 -0.472 3.314 0.00
H -0.540 -1.908 4.208 0.00
H 0.458 -3.325 2.324 0.00
H 1.683 -2.484 3.302 0.00
H 3.063 -0.761 2.678 0.00
H 1.851 0.469 2.203 0.00
H 4.104 -0.564 0.417 0.00
H 4.148 0.958 1.326 0.00
H 1.687 3.531 -0.164 0.00
H 1.575 2.922 1.505 0.00
H -1.775 4.082 0.277 0.00
H -1.440 3.393 1.892 0.00
H -3.607 1.162 3.623 0.00
H -1.899 1.073 3.159 0.00
H -3.914 -1.198 2.792 0.00
H -2.817 -1.117 4.186 0.00
O -2.838 -1.378 -3.071 0.00
C -2.307 -0.723 -2.231 -0.01
O -2.230 -0.998 -0.921 -0.05
C -1.617 0.609 -2.463 0.04
C -1.507 1.375 -3.595 -0.01
C -0.851 2.605 -3.477 0.02
C -0.365 3.052 -2.257 -0.01
C -0.512 2.223 -1.158 0.04
N -1.100 1.038 -1.310 -0.03
C -0.212 2.450 0.304 0.00
O 0.168 4.429 1.020 0.00
O -0.414 1.196 0.902 -0.05
H -1.914 1.027 -4.533 0.00
H -0.731 3.227 -4.354 0.00
H 0.116 4.016 -2.162 0.00
I 1.162 -5.846 -1.207 0.00
C 1.221 -3.925 -2.032 0.00
C 2.194 -3.576 -2.954 0.00
C 2.189 -2.282 -3.444 0.00
C 1.235 -1.391 -2.974 0.00
N 0.300 -1.732 -2.090 0.01
C 0.286 -2.984 -1.642 0.00
H 2.933 -4.295 -3.281 0.00
H 2.923 -1.965 -4.172 0.00
H 1.226 -0.366 -3.314 0.00
H -0.504 -3.244 -0.944 0.00
```

Summary:
Max |F| ... 0.079 Eh/bohr
Energy above the lowest of the compared OMol25 structures with the same formula, charge and spin ... 0.0 kJ/mol
E_HOMO (spin up / spin down) ... -6.204 / -6.195 eV
Multiplicity ... 2
<S²> ... 0.78
Frontier orbital gap (spin up / spin down) ... 0.1836 / 0.1808 Ha

***

A single C3H2ClNO molecule in a non-equilibrium geometry, computed with ωB97M-V/def2-TZVPD.

The geometry in XYZ format:
```
8
Properties=species:S:1:pos:R:3:mulliken_charge:R:1
C -0.883 -0.770 0.018 -0.03
C 0.149 1.237 0.056 0.27
C -2.003 -0.090 0.025 0.04
N -0.931 1.862 -0.028 -0.51
O 0.324 -0.109 -0.072 -0.31
Cl -3.722 0.047 -0.009 -0.08
H -0.968 -1.819 0.357 0.32
H 1.192 1.705 0.253 0.29
```

Summary:
Max |F| ... 0.086 Eh/bohr
Energy above the lowest of the compared OMol25 structures with the same formula, charge and spin ... 356.5 kJ/mol
E_HOMO ... -9.652 eV
Frontier orbital gap ... 0.3447 Ha

***

- max |F| of number 2 (C20H23IN2O4S4V)?
  0.079 Eh/bohr

***

- The highest max |F| belongs to which entry?
  C8H13N4S

***

- Look up the max |F| of the second one.
  0.079 Eh/bohr